Entry 1:
Entry from OMol25: a structure of composition C53H44GeIrO6P2S4 at a distorted geometry (the ωB97M-V functional and the def2-TZVPD basis).

XYZ file:
```
111
Properties=species:S:1:pos:R:3:lowdin_charge:R:1
Ir 0.9067 -15.7471 18.0946 0.547
S 3.8202 -17.3591 14.7841 0.440
C 2.7273 -16.7260 15.8794 -1.715
S 1.8711 -15.1701 15.8679 0.408
S 2.2173 -17.4903 17.3217 0.484
O -3.4115 -20.6802 13.7737 -0.299
P -3.3515 -19.3968 14.4371 0.608
C -2.5778 -18.0885 13.5863 -0.294
P -3.1900 -16.3367 12.9933 0.845
O -4.3661 -16.2499 12.0138 -0.396
C -1.4182 -15.8284 12.3964 -0.193
C -0.1701 -15.6703 13.2784 -0.100
C 0.9945 -15.4447 12.5369 -0.125
C 1.1052 -15.2280 11.1062 -0.080
C 0.0077 -15.6279 10.3749 -0.216
C -1.1189 -15.7634 10.9350 -0.171
C -3.5426 -15.1831 14.4531 -0.262
C -2.7498 -14.0496 14.6821 -0.076
C -3.2626 -13.0264 15.4141 -0.064
C -4.5189 -13.1222 16.1169 -0.025
C -5.1807 -14.3504 15.9570 -0.095
C -4.6187 -15.3806 15.2606 -0.149
C -2.3955 -19.1270 15.8829 -0.389
C -1.4281 -20.1020 16.1337 -0.074
C -0.4321 -19.6994 17.0608 -0.077
C -0.6890 -18.6510 18.1276 -0.061
C -2.0460 -17.9859 18.0289 -0.032
C -2.7068 -18.1401 16.8038 -0.080
C -5.1554 -18.8818 14.4752 -0.215
C -5.9696 -19.4888 15.5828 -0.068
C -7.3489 -19.3086 15.6652 -0.125
C -8.1248 -18.7617 14.6725 -0.080
C -7.3982 -18.3018 13.5851 -0.056
C -5.9873 -18.3696 13.4705 -0.076
H -2.0135 -18.3462 12.6607 0.092
H -1.8305 -17.6275 14.1780 0.020
H -0.0301 -16.0261 14.3319 0.060
H 1.9442 -15.2711 13.2819 0.082
H 2.2971 -15.1493 10.8858 0.150
H 0.0290 -15.9346 9.1926 0.158
H -2.2081 -15.9475 10.4995 0.131
H -1.7401 -13.9883 14.1766 0.114
H -2.6700 -12.1560 15.7247 0.102
H -4.9150 -12.3569 16.6992 0.076
H -6.0640 -14.6749 16.5279 0.107
H -5.2825 -16.2689 15.2765 0.105
H -0.9267 -20.9577 15.5594 0.137
H 0.6482 -19.9308 17.2556 0.081
H 0.1500 -18.6517 18.6906 0.002
H -1.7809 -17.1623 18.6508 0.052
H -3.4533 -17.4661 16.0164 0.150
H -5.4446 -20.1027 16.3448 0.105
H -7.8082 -19.8330 16.5884 0.123
H -9.0523 -18.5074 14.7544 0.041
H -7.8730 -18.0313 12.7659 0.051
H -5.4274 -18.0164 12.5943 0.081
O 0.9040 -13.8810 21.7217 -0.012
C 0.0187 -14.7604 21.7214 -0.431
O 0.0989 -15.8687 21.0918 -0.118
H -0.9398 -14.7608 22.1711 0.130
C 1.2325 -16.2150 20.1039 -0.463
Ge 2.9487 -15.4499 20.5330 1.050
C 3.3945 -13.4911 19.8759 -0.236
C 3.9173 -13.4716 18.5645 -0.132
C 4.4591 -12.2507 18.0878 -0.142
C 4.4485 -11.1249 18.8282 -0.106
C 3.8582 -11.1960 20.2065 -0.051
C 3.2134 -12.3553 20.5922 -0.165
C 4.3357 -16.7936 19.8152 -0.268
C 4.9365 -16.8850 18.6130 -0.168
C 5.7562 -18.0318 18.1667 -0.025
C 6.0324 -18.9136 19.2401 -0.158
C 5.5929 -18.8071 20.4933 -0.126
C 4.6659 -17.7861 20.7810 -0.106
C 3.1406 -15.4049 22.5929 -0.284
C 2.3310 -16.2124 23.4256 -0.078
C 2.1817 -15.8177 24.8303 -0.122
C 3.0483 -15.1076 25.4558 -0.183
C 4.1389 -14.4549 24.7837 -0.009
C 3.9541 -14.4908 23.1959 -0.079
H 1.3719 -17.1598 20.0724 -0.068
H 3.9626 -14.3037 17.8537 0.057
H 4.5642 -11.9690 16.8205 0.176
H 4.7131 -10.2806 18.2966 0.054
H 3.7052 -10.3076 20.8946 0.108
H 3.1751 -12.4016 21.7027 0.099
H 5.0060 -16.3176 17.7735 0.040
H 6.3300 -17.9713 17.2633 0.088
H 6.3360 -19.8748 18.9005 0.083
H 5.7924 -19.4138 21.4874 0.136
H 3.9586 -17.7330 21.5696 0.060
H 1.9703 -17.0368 23.1039 0.029
H 1.2127 -16.3232 25.1662 0.130
H 2.6172 -14.5696 26.2907 0.097
H 4.8379 -13.9933 25.3690 0.042
H 4.9854 -14.0231 22.9157 0.128
O 0.7192 -7.6312 16.2350 0.045
C 0.0615 -8.1262 17.3501 -0.527
O -0.0765 -7.2133 18.1592 0.020
C -0.2090 -9.5171 17.2267 -0.108
C 0.4959 -10.5606 16.5898 -0.073
C 0.2528 -11.9794 16.7782 -0.107
C -0.6980 -12.3779 17.8091 -0.695
S -0.7918 -13.9735 18.6223 0.656
C -1.5863 -11.5231 18.4109 -0.204
C -1.2127 -10.2056 18.2543 0.008
H 1.1834 -8.2507 15.7571 0.023
H 1.4269 -10.4801 16.0749 0.073
H 1.2120 -12.6387 17.0108 0.085
H -2.3478 -11.9023 19.0622 0.076
H -1.6842 -9.4400 18.4882 -0.009
```

## Properties
**E_HOMO (alpha / beta)**: -0.0064 / -0.1055 Eh
**Orbital gap (alpha / beta)**: 3.875 / 4.563 eV
**LUMO energy (alpha / beta)**: 3.7 / 1.7 eV
**Energy**: -189213.214 eV
**<S²>**: 8.803
**Net charge**: -2
**Energy above the lowest of the compared OMol25 structures with the same formula, charge and spin**: 7.7 kcal per mole
**2S+1**: 6

---

Entry 2:
Entry from OMol25: a structure of composition C53H45BCaN8O5PS at a distorted geometry (the ωB97M-V functional and the def2-TZVPD basis).

XYZ file:
```
115
Properties=species:S:1:pos:R:3:lowdin_charge:R:1
Ca -0.2018 -0.0114 -0.7130 1.242
C -3.2970 -1.4280 2.5934 -0.175
C -2.7979 -0.5520 1.7028 -0.077
N -1.4135 -0.2645 1.6857 0.053
C -0.6101 -1.2036 2.4322 -0.196
C -1.2430 -1.9616 3.4022 -0.146
N -2.5495 -2.0934 3.5293 0.018
C 0.7359 -1.3871 1.9980 -0.233
C 1.8142 -1.5954 2.8763 0.064
C 3.1005 -1.7455 2.3783 -0.138
C 3.2333 -1.9180 0.9839 0.022
C 2.1124 -1.7786 0.1805 -0.262
N 0.9222 -1.3934 0.6573 -0.010
C 2.0936 -2.1842 -1.2197 -0.193
C 2.9729 -3.1481 -1.7247 -0.061
N 2.7849 -3.7582 -2.8785 0.098
C 1.7283 -3.3573 -3.5978 -0.093
C 0.9250 -2.3162 -3.1794 -0.096
N 1.0670 -1.7489 -1.9836 0.042
C 4.2787 -1.7362 3.2467 -0.160
C 5.4845 -2.3291 2.8628 -0.013
C 6.5671 -2.2806 3.7195 -0.149
N 6.5431 -1.6974 4.9075 0.055
C 5.4104 -1.1143 5.2694 -0.141
C 4.2674 -1.1021 4.4925 -0.002
H -4.3511 -1.6680 2.5982 0.096
H -3.4054 -0.0004 0.9971 0.117
H -0.6476 -2.5901 4.0562 0.113
H 1.6157 -1.5675 3.9362 0.122
H 4.2028 -2.0980 0.5468 0.100
H 3.8485 -3.4658 -1.1757 0.115
H 1.5481 -3.8925 -4.5200 0.110
H 0.1440 -1.9178 -3.8132 0.092
H 5.5864 -2.8299 1.9136 0.101
H 7.5092 -2.7305 3.4319 0.103
H 5.4231 -0.6196 6.2320 0.106
H 3.3871 -0.5851 4.8360 0.110
N -2.7140 1.3243 -2.5381 -0.073
C -1.8352 0.8958 -1.9306 -0.457
C 0.5206 7.8061 2.8122 -0.060
C -0.6550 6.9545 2.3308 -0.549
C -1.8553 7.1871 3.2619 -0.051
C -1.0187 7.4077 0.9117 -0.042
C -0.3063 5.4764 2.2662 -0.155
C 0.9462 4.9975 2.6343 -0.020
C 1.2855 3.6547 2.5616 0.016
C 0.3439 2.7861 2.0623 -0.168
O 0.3832 1.4136 1.9384 0.191
B -0.9217 1.0660 1.5894 -0.782
O -1.7141 2.1755 1.3452 0.209
C -0.9211 3.2478 1.6971 -0.154
C -1.2679 4.5748 1.8046 0.064
H 0.2569 8.8603 2.7569 0.081
H 1.3851 7.6311 2.1756 0.051
H 0.7821 7.5809 3.8434 0.087
H -2.0807 8.2528 3.3013 0.078
H -1.6292 6.8486 4.2721 0.085
H -2.7430 6.6648 2.9089 0.071
H -1.2046 8.4786 0.8952 0.079
H -1.9116 6.9067 0.5462 0.074
H -0.1887 7.1872 0.2481 0.087
H 1.7168 5.6642 2.9725 0.090
H 2.2542 3.3282 2.8953 0.113
H -2.2700 4.8793 1.5476 0.124
C -6.9272 -4.5594 -2.5941 -0.099
C -6.5653 -3.3491 -3.1647 -0.085
C -5.2990 -2.8446 -2.9518 -0.104
C -4.3728 -3.5427 -2.1783 -0.362
C -4.7533 -4.7360 -1.5798 -0.083
C -6.0260 -5.2400 -1.7946 -0.091
P -2.7325 -2.7225 -2.0300 1.133
C -2.3731 -2.8306 -3.8415 -0.384
C -2.1518 -1.6126 -4.4816 -0.141
C -1.9485 -1.5599 -5.8504 -0.080
C -1.9311 -2.7302 -6.5904 -0.092
C -2.1562 -3.9441 -5.9640 -0.085
C -2.4038 -3.9925 -4.6035 -0.088
C -1.7394 -4.0342 -1.1961 -0.375
C -1.3155 -3.6441 0.0732 -0.114
C -0.6006 -4.5027 0.8875 -0.062
C -0.3177 -5.7856 0.4509 -0.080
C -0.7395 -6.1896 -0.8042 -0.087
C -1.4345 -5.3207 -1.6282 -0.099
H -7.9072 -4.9724 -2.7812 0.096
H -7.2626 -2.8004 -3.7817 0.102
H -5.0034 -1.9026 -3.3942 0.106
H -4.0584 -5.2802 -0.9569 0.098
H -6.3097 -6.1780 -1.3405 0.099
H -2.1681 -0.7051 -3.8903 0.044
H -1.8069 -0.6066 -6.3399 0.106
H -1.7699 -2.7018 -7.6576 0.099
H -2.1736 -4.8533 -6.5472 0.100
H -2.6420 -4.9403 -4.1489 0.090
H -1.5821 -2.6546 0.4256 0.064
H -0.2851 -4.1768 1.8684 0.100
H 0.2164 -6.4718 1.0920 0.101
H -0.5391 -7.1987 -1.1346 0.100
H -1.7403 -5.6692 -2.5999 0.082
N 1.6731 1.1445 -2.4267 0.040
C 2.1858 2.2180 -1.6500 -0.333
C 2.0664 3.5338 -2.0891 -0.022
C 2.5235 4.5668 -1.2875 -0.044
C 3.1173 4.2834 -0.0774 -0.256
C 3.2741 2.9802 0.3454 -0.066
C 2.7928 1.9381 -0.4277 -0.037
S 3.7229 5.6699 0.9139 0.438
O 3.9990 5.1142 2.2346 -0.356
O 4.9071 6.1104 0.1863 -0.350
O 2.6203 6.6295 0.8860 -0.360
H 1.3898 1.4615 -3.3498 0.095
H 2.3481 0.3903 -2.5194 0.081
H 1.6222 3.7307 -3.0583 0.109
H 2.4580 5.6003 -1.5883 0.118
H 3.7954 2.7991 1.2722 0.113
H 2.9005 0.9060 -0.1030 0.099
```

## Properties
**E_HOMO**: -0.1527 Eh
**Orbital gap**: 4.728 eV
**LUMO energy**: 0.6 eV
**Energy**: -117095.529 eV
**Net charge**: -1
**Energy above the lowest of the compared OMol25 structures with the same formula, charge and spin**: 40.5 kcal per mole